Entry 1:
Computed, not measured: a 11-piece molecular cluster, C22H44O44S11 overall in a non-equilibrium geometry, with ωB97M-V/def2-TZVPD.

```
121
C22H44O44S11 | OMol25 | ωB97M-V/def2-TZVPD
O 0.22 1.98 10.94
S 1.33 2.05 10.01
O 0.97 1.95 8.59
O 2.11 3.39 10.39
C 3.46 3.33 10.56
C 3.87 1.93 10.10
O 2.70 1.19 10.54
H 3.72 4.21 9.98
H 3.75 3.53 11.59
H 4.86 1.67 10.47
H 3.71 1.70 9.04
O -0.84 -2.68 -1.54
S -1.79 -2.18 -0.48
O -3.25 -2.37 -0.80
O -1.45 -2.79 1.11
C -1.16 -1.78 1.93
C -1.01 -0.38 1.30
O -1.58 -0.64 0.04
H -1.93 -1.84 2.70
H -0.29 -2.03 2.54
H 0.05 -0.16 1.12
H -1.69 0.28 1.84
O -3.77 -9.47 -7.17
S -2.63 -10.26 -6.66
O -3.01 -11.51 -6.06
O -1.43 -10.52 -7.85
C -0.23 -9.83 -7.49
C -0.26 -9.71 -6.00
O -1.60 -9.41 -5.78
H 0.67 -10.27 -7.91
H -0.33 -8.78 -7.78
H 0.28 -8.86 -5.58
H 0.11 -10.58 -5.45
O -7.75 5.93 6.18
S -6.58 6.25 5.41
O -6.45 5.88 3.96
O -6.09 7.76 5.77
C -4.75 7.88 6.07
C -4.33 6.49 6.59
O -5.33 5.51 6.16
H -4.36 8.02 5.06
H -4.57 8.73 6.73
H -4.10 6.50 7.65
H -3.41 6.13 6.13
O 8.58 -3.22 2.93
S 7.24 -2.85 3.34
O 6.88 -2.50 4.70
O 6.61 -1.60 2.30
C 6.23 -2.03 1.11
C 5.84 -3.51 1.30
O 6.13 -3.93 2.66
H 5.53 -1.42 0.55
H 7.14 -1.96 0.51
H 6.43 -4.16 0.66
H 4.76 -3.57 1.20
O -9.35 1.78 -5.14
S -9.44 3.18 -5.52
O -8.73 4.20 -4.78
O -9.19 3.41 -7.08
C -9.72 4.58 -7.58
C -11.10 4.75 -6.79
O -10.98 3.78 -5.67
H -9.05 5.41 -7.35
H -9.74 4.43 -8.65
H -11.93 4.45 -7.43
H -11.23 5.71 -6.31
O 6.53 -2.22 -7.54
S 5.43 -3.03 -8.02
O 4.73 -3.89 -7.05
O 4.14 -2.15 -8.69
C 4.27 -2.08 -10.10
C 5.35 -2.93 -10.58
O 5.59 -3.81 -9.52
H 3.36 -2.26 -10.67
H 4.53 -1.05 -10.34
H 6.27 -2.37 -10.76
H 5.15 -3.51 -11.48
O 6.64 7.23 4.93
S 7.12 6.01 4.33
O 6.12 5.12 3.65
O 8.37 6.26 3.28
C 9.60 5.58 3.71
C 9.21 4.66 4.94
O 7.91 5.01 5.40
H 10.04 5.17 2.80
H 10.48 6.20 3.90
H 9.95 4.80 5.73
H 9.15 3.60 4.71
O 0.95 3.33 -3.53
S 0.37 4.64 -3.85
O 0.32 5.23 -5.21
O -1.23 4.61 -3.32
C -1.56 5.46 -2.31
C -0.30 5.93 -1.75
O 0.62 5.84 -2.75
H -2.19 6.21 -2.78
H -2.10 4.76 -1.66
H 0.05 5.35 -0.90
H -0.38 6.92 -1.29
O -3.28 -1.18 -12.33
S -4.10 -1.16 -11.06
O -5.50 -0.74 -11.10
O -4.01 -2.59 -10.24
C -4.03 -2.25 -8.87
C -3.39 -0.92 -8.66
O -3.41 -0.24 -9.85
H -5.04 -2.26 -8.45
H -3.48 -2.99 -8.30
H -2.33 -1.07 -8.51
H -3.72 -0.27 -7.85
O -1.69 -6.08 9.03
S -1.53 -6.35 10.38
O -2.08 -7.57 10.91
O -0.01 -6.38 10.92
C 0.24 -5.91 12.17
C -1.00 -5.15 12.61
O -1.87 -5.06 11.44
H 0.31 -6.69 12.93
H 1.05 -5.18 12.25
H -0.91 -4.12 12.94
H -1.50 -5.61 13.47
```

**E_LUMO**: 0.0 eV
**E_HOMO**: -10.82 eV
**Structure (SMILES)**: O=S1(=O)OCCO1.O=S1(=O)OCCO1.O=S1(=O)OCCO1.O=S1(=O)OCCO1.O=S1(=O)OCCO1.O=S1(=O)OCCO1.O=S1(=O)OCCO1.O=S1(=O)OCCO1.O=S1(=O)OCCO1.O=S1(=O)OCCO1.O=S1(=O)OCCO1
**Energy above the lowest of the compared OMol25 structures with the same formula, charge and spin**: 283.4 kcal/mol

Entry 2:
Computed, not measured: C3H12N2O as an isolated structure, with ωB97M-V/def2-TZVPD.

```
18
C3H12N2O | OMol25 | ωB97M-V/def2-TZVPD
C 0.45 -1.17 1.49
C -0.73 -1.20 -1.27
N -0.88 -0.70 1.13
N -0.93 0.59 1.19
H -0.11 1.20 1.23
H -1.82 1.01 0.97
H 0.62 -1.00 2.56
H 1.24 -0.65 0.93
H 0.50 -2.24 1.30
H -0.43 -2.17 -0.88
H -1.81 -1.10 -1.26
H -0.34 -1.09 -2.29
C 0.51 1.24 -0.99
O 1.17 1.90 0.11
H 1.71 2.64 -0.20
H -0.25 1.88 -1.45
H 1.24 0.92 -1.74
H -0.13 -0.06 -0.85
```

**E_LUMO (spin up / spin down)**: 0.0 / 0.8 eV
**E_HOMO (spin up / spin down)**: -6.84 / -7.53 eV
**Energy above the lowest of the compared OMol25 structures with the same formula, charge and spin**: 134.4 kcal/mol

Entry 3:
Computed, not measured: one molecule with the formula C5H6O in a non-equilibrium geometry, with ωB97M-V/def2-TZVPD.

```
12
C5H6O | OMol25 | ωB97M-V/def2-TZVPD
C 1.36 0.05 1.48
C 0.37 -0.09 0.64
C -0.55 0.92 0.00
C -0.96 0.12 -1.20
C -0.37 -1.06 -1.08
O 0.17 -1.34 0.16
H 1.98 -0.76 1.81
H 1.51 1.05 1.82
H -0.03 1.84 -0.27
H -1.39 1.19 0.64
H -1.63 0.44 -1.98
H -0.33 -1.96 -1.63
```

**E_LUMO**: 1.1 eV
**E_HOMO**: -8.42 eV
**Structure (SMILES)**: C=C1CC=CO1
**Energy above the lowest of the compared OMol25 structures with the same formula, charge and spin**: 33.1 kcal/mol

Entry 4:
Computed, not measured: C36H76ClN7O15TlV as an isolated structure in a non-equilibrium geometry, with ωB97M-V/def2-TZVPD.

```
137
C36H76ClN7O15TlV | OMol25 | ωB97M-V/def2-TZVPD
Tl -3.13 1.06 -2.46
O 1.10 -4.42 -3.53
V 1.13 -2.94 -3.03
O 2.62 -2.41 -3.19
N -0.85 -1.28 -4.86
O -1.36 -0.32 -4.34
O 0.28 -1.55 -4.64
O -1.49 -1.81 -5.74
N -2.56 -2.97 -2.86
O -3.02 -3.64 -3.78
O -1.38 -3.20 -2.53
O -3.16 -1.95 -2.45
N 0.02 -0.95 -0.60
O 0.34 -1.52 0.44
O -0.94 -0.13 -0.60
O 0.59 -1.24 -1.63
Cl -3.84 3.68 -0.50
C -1.87 0.20 2.42
C -3.15 -0.63 2.61
C -3.13 -1.11 4.11
C -4.53 -1.56 4.61
C -5.67 -0.63 4.17
C -5.64 -0.20 2.74
N -4.27 0.27 2.34
O -4.24 0.90 1.07
C -6.28 -1.38 2.01
C -6.67 0.92 2.67
C -3.12 -1.94 1.65
H -1.75 0.64 1.44
H -0.98 -0.38 2.68
H -2.00 1.07 3.07
H -2.45 -1.95 4.17
H -2.78 -0.28 4.73
H -4.58 -1.56 5.70
H -4.68 -2.61 4.33
H -5.64 0.31 4.71
H -6.60 -1.11 4.45
H -7.28 -1.74 2.28
H -6.26 -1.20 0.93
H -5.60 -2.22 1.92
H -6.38 1.84 3.17
H -6.72 1.25 1.63
H -7.71 0.69 2.89
H -2.13 -2.22 1.31
H -3.52 -1.75 0.65
H -3.49 -2.84 2.14
H -4.26 1.84 1.27
C 1.68 2.64 2.33
C 3.01 1.86 1.96
C 2.68 1.03 0.61
C 3.91 0.50 -0.20
C 4.71 1.76 -0.46
C 5.20 2.57 0.77
N 4.06 2.88 1.64
O 4.35 3.72 2.73
C 6.25 1.74 1.39
C 5.77 3.91 0.22
C 3.43 0.86 3.16
H 1.58 3.37 1.52
H 1.93 3.23 3.21
H 0.78 2.03 2.26
H 2.18 0.15 0.98
H 1.92 1.44 -0.06
H 3.66 -0.03 -1.12
H 4.44 -0.35 0.23
H 4.13 2.35 -1.17
H 5.58 1.53 -1.06
H 6.61 2.33 2.23
H 5.95 0.81 1.87
H 7.12 1.45 0.79
H 5.13 4.41 -0.50
H 5.95 4.49 1.12
H 6.84 3.83 0.03
H 3.83 1.53 3.92
H 4.18 0.22 2.71
H 2.60 0.29 3.58
H 4.20 4.55 2.27
C 0.02 -6.08 -1.09
C 0.65 -5.60 0.23
C 1.12 -7.03 0.84
C 2.14 -6.89 1.97
C 3.39 -6.13 1.52
C 3.13 -4.77 0.81
N 1.87 -4.79 0.00
O 1.60 -3.65 -0.73
C 3.10 -3.66 1.87
C 4.22 -4.48 -0.19
C -0.36 -5.05 1.22
H -0.27 -5.28 -1.78
H -0.88 -6.67 -0.96
H 0.77 -6.66 -1.63
H 0.39 -7.73 1.25
H 1.60 -7.65 0.08
H 2.46 -7.88 2.29
H 1.65 -6.36 2.79
H 4.14 -6.70 0.98
H 4.08 -6.12 2.36
H 4.02 -3.52 2.45
H 3.02 -2.72 1.32
H 2.32 -3.64 2.63
H 3.95 -5.13 -1.02
H 4.26 -3.43 -0.48
H 5.19 -4.79 0.19
H -1.22 -5.71 1.40
H -0.83 -4.11 0.94
H 0.02 -4.84 2.22
H 1.20 -3.11 -0.05
C 1.11 4.32 -3.38
C -0.13 4.03 -2.48
C -0.40 5.25 -1.53
C -1.03 6.48 -2.13
C -2.33 6.10 -2.98
C -2.07 4.92 -3.96
N -1.38 3.72 -3.29
O -1.19 2.70 -4.24
C -3.52 4.40 -4.36
C -1.34 5.51 -5.21
C 0.07 2.93 -1.48
H 1.33 3.41 -3.94
H 1.99 4.46 -2.75
H 1.01 5.20 -4.02
H -1.05 4.91 -0.73
H 0.55 5.57 -1.09
H -0.33 7.00 -2.78
H -1.38 7.22 -1.41
H -2.64 7.08 -3.36
H -3.04 5.91 -2.18
H -4.18 4.44 -3.50
H -4.03 5.10 -5.02
H -3.51 3.43 -4.86
H -0.44 6.09 -5.05
H -1.08 4.62 -5.79
H -1.99 5.97 -5.96
H 0.34 2.01 -2.00
H -0.86 2.76 -0.94
H 0.77 3.21 -0.69
H -0.68 3.27 -4.83
```

**E_LUMO**: -6.6 eV
**E_HOMO**: -8.22 eV

Entry 5:
Computed, not measured: a 2-piece molecular cluster, C4H12N2O2 overall in a non-equilibrium geometry, with ωB97M-V/def2-TZVPD.

```
20
C4H12N2O2 | OMol25 | ωB97M-V/def2-TZVPD
C 0.00 0.00 0.00
N -0.98 0.95 0.38
C -0.51 2.25 -0.02
C -1.16 3.47 0.73
N -0.89 3.43 2.19
C -1.71 2.97 3.12
O -2.72 2.45 2.88
H 0.37 0.16 -1.03
H -0.45 -1.00 0.06
H 0.86 0.04 0.70
H -1.04 1.10 1.40
H -0.73 2.32 -1.10
H 0.59 2.25 0.11
H -0.61 4.33 0.31
H -2.21 3.54 0.39
H 0.05 3.75 2.43
H -1.25 2.99 4.13
O -5.27 1.22 -0.24
H -4.29 1.27 -0.31
H -5.60 1.76 -0.98
```

**E_LUMO**: 0.7 eV
**E_HOMO**: -9.12 eV
**Structure (SMILES)**: CNCCNC=O.O
**Energy above the lowest of the compared OMol25 structures with the same formula, charge and spin**: 51.2 kcal/mol

Entry 6:
Computed, not measured: a 2-piece molecular cluster, CH7ISi2 overall in a non-equilibrium geometry, with ωB97M-V/def2-TZVPD.

```
11
CH7ISi2 | OMol25 | ωB97M-V/def2-TZVPD
C -1.28 0.10 -0.06
Si -1.33 -1.26 1.13
Si 2.37 0.73 -0.92
I 1.40 1.92 -2.88
H -1.66 0.07 -1.02
H -1.00 1.09 0.37
H 0.02 -1.79 0.61
H -1.27 -0.89 2.63
H -2.57 -2.26 1.12
H 3.76 0.74 -1.10
H 1.56 1.55 0.12
```

**E_LUMO (spin up / spin down)**: -1.5 / -0.5 eV
**E_HOMO (spin up / spin down)**: -8.88 / -8.23 eV
**Energy above the lowest of the compared OMol25 structures with the same formula, charge and spin**: 91.1 kcal/mol

Entry 7:
Computed, not measured: a 2-piece molecular cluster, C2H14OSi4 overall in a non-equilibrium geometry, with ωB97M-V/def2-TZVPD.

```
21
C2H14OSi4 | OMol25 | ωB97M-V/def2-TZVPD
C -2.55 1.44 2.40
C -2.06 1.22 0.95
O -2.42 -0.06 0.49
Si 3.11 -1.81 -0.23
Si 1.03 0.50 -2.66
Si -1.54 -1.40 0.35
Si 2.34 0.33 -0.74
H -1.74 2.04 2.89
H -3.54 1.97 2.50
H -2.54 0.43 2.86
H -1.02 1.49 0.99
H -2.58 1.89 0.37
H 2.05 -2.56 0.39
H 4.00 -1.98 0.97
H 3.98 -2.44 -1.32
H 0.19 -0.74 -2.22
H -0.04 1.45 -3.08
H 1.62 -0.02 -3.88
H -1.42 -1.38 -1.21
H -0.36 -1.64 1.14
H 3.48 1.28 -0.96
```

**Spin multiplicity**: 3
**E_LUMO (spin up / spin down)**: 0.3 / -1.8 eV
**E_HOMO (spin up / spin down)**: -7.15 / -9.96 eV
**Energy above the lowest of the compared OMol25 structures with the same formula, charge and spin**: 12.1 kcal/mol
**⟨S²⟩**: 2.004

Entry 8:
Computed, not measured: a 7-piece molecular cluster, C5H22ClN10O10 overall in a non-equilibrium geometry, with ωB97M-V/def2-TZVPD.

```
48
C5H22ClN10O10 | OMol25 | ωB97M-V/def2-TZVPD
Cl 0.74 0.98 -0.88
O 0.78 2.38 -0.48
O 0.63 0.18 0.31
O -0.39 0.80 -1.76
O 1.95 0.66 -1.59
O 3.53 1.99 1.51
H 4.14 2.61 1.11
H 2.69 2.17 1.06
C -0.93 4.43 -3.45
O -1.23 5.39 -4.14
N 0.35 4.21 -3.02
N -1.83 3.51 -2.98
H 1.06 4.89 -3.24
H 0.63 3.32 -2.65
H -2.77 3.64 -3.28
H -1.51 2.66 -2.53
C 0.76 -3.24 -2.09
O 0.67 -4.40 -2.46
N 1.77 -2.71 -1.34
N -0.27 -2.32 -2.19
H 2.61 -3.26 -1.27
H 1.89 -1.73 -1.15
H -0.11 -1.44 -1.73
H -1.12 -2.47 -2.69
C 3.25 -2.09 2.26
O 3.58 -0.94 2.49
N 2.09 -2.39 1.60
N 4.07 -3.16 2.50
H 1.66 -3.28 1.46
H 1.54 -1.57 1.38
H 4.94 -2.93 2.96
H 3.85 -4.09 2.20
C -2.26 1.84 2.30
O -3.27 1.56 2.92
N -1.11 2.29 2.89
N -2.16 1.69 0.95
H -0.34 2.70 2.40
H -1.09 2.29 3.90
H -1.27 1.74 0.48
H -2.92 1.41 0.36
C -3.44 -1.78 1.06
O -4.19 -0.91 1.46
N -2.21 -1.54 0.49
N -3.68 -3.12 1.31
H -1.92 -0.58 0.65
H -1.54 -2.23 0.21
H -4.62 -3.31 1.60
H -3.01 -3.84 1.11
```

**E_LUMO**: 2.5 eV
**E_HOMO**: -6.99 eV
**Total charge**: -1
**Energy above the lowest of the compared OMol25 structures with the same formula, charge and spin**: 0.0 kcal/mol

Entry 9:
Computed, not measured: one molecule with the formula C3HN3S2 in a non-equilibrium geometry, with ωB97M-V/def2-TZVPD.

```
9
C3HN3S2 | OMol25 | ωB97M-V/def2-TZVPD
C -0.50 -1.67 -0.25
C -0.23 0.15 1.00
C 0.43 0.63 -0.99
N -0.60 -1.08 0.87
N 0.02 1.21 1.58
N 0.83 1.81 -0.83
S 0.14 -0.80 -1.72
S 0.68 2.45 0.72
H -0.77 -2.70 -0.39
```

**E_LUMO**: -0.6 eV
**E_HOMO**: -8.39 eV
**Energy above the lowest of the compared OMol25 structures with the same formula, charge and spin**: 0.0 kcal/mol

Entry 10:
Computed, not measured: one molecule with the formula C3H4O2 in a non-equilibrium geometry, with ωB97M-V/def2-TZVPD.

```
9
C3H4O2 | OMol25 | ωB97M-V/def2-TZVPD
C 1.43 0.80 -0.04
C 0.83 -0.45 -0.15
O -0.53 -1.02 -0.06
C -1.69 -0.25 0.06
O -2.08 0.90 -0.17
H 0.72 1.72 0.26
H 2.47 0.65 0.10
H 1.31 -1.37 -0.23
H -2.47 -0.99 0.23
```

**E_LUMO**: 0.8 eV
**E_HOMO**: -10.06 eV
**Structure (SMILES)**: C=COC=O
**Energy above the lowest of the compared OMol25 structures with the same formula, charge and spin**: 53.4 kcal/mol

We obtain E values of -232783.1294 -8327.4940 -7327.8492 -122587.1292 -11416.9975 -25002.1708 -35853.3798 -53441.2806 -29264.5096 -7268.3690 eV for the records listed above, in that order.